# 1
A molecular structure, C42H50Cl2NP3W, computed with ωB97M-V/def2-TZVPD.

- HOMO energy (spin up / spin down): -13.284 / -13.192 eV
- Net charge: +2
- HOMO-LUMO gap (spin up / spin down): 6.71 / 6.72 eV
- Energy relative to the best compared isomer or geometry (same formula, charge and spin): 42.7 kJ/mol

Last column: Löwdin charge in e.
CARTESIAN COORDINATES (ANGSTROEM)
W  0.48866  -0.07512  -0.00539  0.92
C  -2.73004  -0.36567  0.46664  -0.32
C  -2.49261  -1.86794  0.30371  -0.31
P  -0.99103  -2.22427  -0.69706  0.98
C  -0.30417  -3.80668  -0.12531  -0.42
C  -0.60957  -4.37185  1.11033  -0.10
C  -0.05316  -5.58979  1.47927  -0.05
C  0.81052  -6.24632  0.61811  -0.05
C  1.11519  -5.69027  -0.61819  -0.05
C  0.56090  -4.47935  -0.99101  -0.13
C  -1.66677  -2.65870  -2.32467  -0.37
C  -1.35983  -2.01849  -3.51309  -0.08
C  -1.95444  -2.43763  -4.69783  -0.05
C  -2.84924  -3.49225  -4.69658  -0.04
C  -3.14542  -4.14931  -3.50577  -0.05
C  -2.55554  -3.74041  -2.32607  -0.09
C  -2.78113  0.48440  -0.80983  -0.30
P  -1.21081  1.40164  -1.10765  0.93
C  -0.90433  1.42025  -2.88938  -0.38
C  -1.89846  1.92819  -3.72872  -0.07
C  -1.69924  1.98469  -5.09661  -0.05
C  -0.48788  1.56961  -5.63847  -0.05
C  0.51773  1.09761  -4.80809  -0.06
C  0.30782  1.02150  -3.43658  -0.13
C  -1.46826  3.16080  -0.77916  -0.37
C  -2.72706  3.74326  -0.64485  -0.08
C  -2.84735  5.12122  -0.52517  -0.05
C  -1.71727  5.92148  -0.55074  -0.05
C  -0.46174  5.34884  -0.70657  -0.05
C  -0.34007  3.97533  -0.82284  -0.12
H  -1.94848  0.04769  1.12003  0.02
H  -3.64845  -0.22176  1.03989  0.13
H  -3.33397  -2.35330  -0.19718  0.10
H  -2.39419  -2.31944  1.28896  0.07
H  -1.28789  -3.89030  1.79887  0.09
H  -0.30685  -6.02597  2.43463  0.12
H  1.23726  -7.19654  0.90372  0.12
H  1.77593  -6.21036  -1.29710  0.12
H  0.78948  -4.07037  -1.96906  0.11
H  -0.65266  -1.20514  -3.54235  0.07
H  -1.70405  -1.93251  -5.61962  0.11
H  -3.31001  -3.81430  -5.61790  0.12
H  -3.82958  -4.98572  -3.50196  0.12
H  -2.77674  -4.28254  -1.41418  0.12
H  -3.59468  1.20361  -0.71498  0.08
H  -2.99376  -0.10800  -1.70541  0.09
H  -2.83745  2.28308  -3.31852  0.11
H  -2.47934  2.36813  -5.73711  0.12
H  -0.32520  1.63366  -6.70436  0.12
H  1.46709  0.79179  -5.22418  0.11
H  1.12543  0.66530  -2.80966  0.08
H  -3.62919  3.14870  -0.62507  0.10
H  -3.82722  5.56372  -0.41672  0.12
H  -1.81430  6.99423  -0.45879  0.12
H  0.41942  5.97137  -0.74497  0.12
H  0.63798  3.54254  -0.98400  0.08
C  -1.62187  -0.17421  3.83489  -0.08
C  -0.78200  1.04823  3.44604  -0.51
C  -1.60248  2.18801  2.82246  -0.09
P  0.70566  0.70096  2.41768  0.99
C  1.77569  2.20064  2.63587  -0.50
C  1.69008  2.80929  4.04471  -0.09
C  1.57000  3.31375  1.62719  -0.13
C  1.69189  -0.63499  3.21600  -0.54
C  2.10486  -0.41765  4.67539  -0.08
C  1.03560  -2.00792  3.06310  -0.16
H  -2.51678  0.16542  4.35684  0.10
H  -1.08390  -0.82969  4.51477  0.07
H  -1.94816  -0.77312  2.99042  0.05
H  -0.34945  1.42449  4.37967  0.10
H  -1.69075  2.11204  1.73630  0.03
H  -1.16461  3.16280  3.02917  0.07
H  -2.60914  2.18423  3.24105  0.09
H  2.78184  1.78305  2.48694  0.11
H  0.73694  3.31582  4.19310  0.08
H  2.46546  3.56967  4.13017  0.10
H  1.83142  2.10623  4.86109  0.06
H  0.59634  3.78847  1.74426  0.07
H  1.67199  2.96303  0.60587  -0.01
H  2.33041  4.07588  1.79698  0.10
H  2.60119  -0.62127  2.59976  0.08
H  1.25352  -0.17481  5.31097  0.08
H  2.85610  0.36066  4.78718  0.07
H  2.53912  -1.34026  5.05958  0.09
H  0.36992  -2.22053  3.89666  0.08
H  1.79427  -2.78961  3.04132  0.09
H  0.44610  -2.11624  2.14244  0.00
Cl  3.91556  2.97157  -1.21713  0.75
C  4.34455  1.33290  -0.89016  -0.59
C  5.66631  0.91999  -0.97719  -0.07
C  6.00318  -0.40397  -0.73089  -0.04
C  5.03694  -1.34630  -0.38964  -0.06
C  3.73777  -0.90124  -0.31315  -0.51
Cl  2.41523  -1.98307  0.13107  0.82
C  3.35558  0.41032  -0.56040  -0.39
N  1.98926  0.70501  -0.42294  -0.21
H  6.42334  1.64253  -1.24224  0.12
H  7.03601  -0.70832  -0.80201  0.12
H  5.29303  -2.37418  -0.18862  0.12

=====

# 2
A molecular structure, C42H50ClF3FeGeN2O7S2SeSi, computed with ωB97M-V/def2-TZVPD.

- HOMO energy (spin up / spin down): -4.855 / -5.867 eV
- Net charge: -1
- HOMO-LUMO gap (spin up / spin down): 7.01 / 7.45 eV
- Energy relative to the best compared isomer or geometry (same formula, charge and spin): 137.7 kJ/mol
- Multiplicity: 6

Last column: Mulliken spin population.
CARTESIAN COORDINATES (ANGSTROEM)
Fe  -0.56670  1.42953  -0.57629  4.33
S  -4.67238  1.59217  -2.53022  0.02
C  -4.34967  3.15696  -1.90550  -0.01
C  -3.13654  3.22076  -1.28915  -0.04
C  -2.41745  1.98569  -1.29588  0.06
C  -3.14685  1.02522  -1.94355  -0.01
C  -2.66803  -0.33690  -2.12607  0.05
C  -3.40124  -1.34485  -2.75444  0.02
C  -2.83176  -2.59114  -2.91642  0.00
C  -1.54494  -2.81257  -2.44549  0.01
C  -0.89479  -1.76496  -1.82169  0.01
N  -1.43277  -0.56238  -1.65371  0.04
H  -5.07557  3.94562  -2.03102  0.00
H  -2.75227  4.12398  -0.83605  0.00
H  -4.39696  -1.13368  -3.12177  0.00
H  -3.38189  -3.38235  -3.41015  0.00
H  -1.05082  -3.76771  -2.55613  0.00
H  0.10493  -1.90280  -1.43357  -0.03
C  -2.32720  -2.43030  1.20522  0.00
C  -2.98441  -1.40172  2.11744  0.00
C  -3.77898  -0.39202  1.30090  -0.02
C  -3.89646  -2.09156  3.12479  0.00
O  -1.99573  -0.71673  2.88498  0.00
Si  -0.53932  -0.02423  2.51372  0.10
O  -0.37577  0.39395  0.97728  0.03
O  0.65735  -1.12377  2.82724  0.01
C  0.93607  -1.85319  4.03363  0.00
C  0.05072  -3.09362  4.08449  0.00
C  2.39887  -2.27287  3.95376  0.00
C  0.72248  -1.01220  5.28704  0.00
O  -0.36493  1.19492  3.57836  0.02
C  -1.25886  2.18790  4.09223  0.00
C  -2.15742  1.55635  5.15438  0.00
C  -2.10208  2.78094  2.97005  0.00
C  -0.37658  3.25768  4.72240  0.00
H  -3.07695  -2.95022  0.60364  0.00
H  -1.77588  -3.16569  1.79094  0.00
H  -1.63242  -1.93320  0.53383  0.01
H  -4.51575  -0.89679  0.67072  0.00
H  -3.11701  0.18460  0.65862  0.03
H  -4.30619  0.29924  1.96186  0.00
H  -4.71187  -2.60751  2.61309  0.00
H  -4.32226  -1.35348  3.80647  0.00
H  -3.33622  -2.82149  3.71163  0.00
H  0.18656  -3.68809  3.17883  0.00
H  -0.99705  -2.80669  4.16712  0.00
H  0.31436  -3.70970  4.94761  0.00
H  2.53439  -3.00540  3.15700  0.00
H  2.71333  -2.73744  4.89063  0.00
H  3.02802  -1.40300  3.75966  0.00
H  -0.32815  -0.75308  5.40628  0.00
H  1.30092  -0.09076  5.22986  0.00
H  1.03860  -1.58441  6.16264  0.00
H  -2.70520  0.71184  4.73467  0.00
H  -2.87320  2.29325  5.52624  0.00
H  -1.55950  1.20524  5.99701  0.00
H  -2.68640  2.00241  2.47577  0.00
H  -1.47170  3.26601  2.22742  0.00
H  -2.79823  3.52073  3.37308  0.00
H  0.25027  2.80517  5.49368  0.00
H  -0.99052  4.03602  5.18265  0.00
H  0.26673  3.70540  3.96812  0.00
F  1.07977  5.12447  -1.86073  0.00
C  1.44014  5.24184  -0.57989  0.00
F  0.83444  6.32611  -0.08110  0.00
F  2.75909  5.44223  -0.53217  0.00
S  0.98289  3.74944  0.39962  0.03
O  1.35022  4.10724  1.73398  0.00
O  1.69936  2.64340  -0.21977  0.03
O  -0.45681  3.59887  0.13003  0.04
Cl  4.39747  -6.46567  -1.56353  0.00
C  3.77730  -4.87667  -1.20296  0.00
C  3.90963  -4.37193  0.08148  0.00
C  3.41201  -3.11158  0.36312  0.00
C  2.78736  -2.35525  -0.62124  0.00
C  2.18989  -1.00880  -0.29698  0.04
C  2.68328  -2.87580  -1.90444  0.00
C  3.17126  -4.14138  -2.20400  0.00
H  4.39750  -4.96126  0.84580  0.00
H  3.52355  -2.69198  1.35289  0.00
H  1.27228  -1.11587  0.28830  0.00
H  1.93315  -0.49167  -1.22434  0.01
H  2.20535  -2.29355  -2.68526  0.00
H  3.08899  -4.54760  -3.20271  0.00
Ge  0.64033  1.67156  -2.87626  0.06
C  -0.09988  0.54956  -4.32882  0.04
C  -1.36051  0.83456  -4.85610  0.00
C  -1.92870  0.03363  -5.83717  -0.01
C  -1.24323  -1.07410  -6.31754  0.01
C  0.01632  -1.36815  -5.81399  -0.01
C  0.57589  -0.56233  -4.83131  0.02
C  2.57176  1.82942  -3.25728  0.06
C  3.05554  3.06725  -3.68600  -0.01
C  4.39918  3.25727  -3.97720  0.00
C  5.29629  2.20679  -3.84816  0.01
C  4.83701  0.96904  -3.42426  0.00
C  3.49188  0.79001  -3.13162  0.02
H  0.09784  3.08597  -3.22046  0.00
H  -1.91163  1.69460  -4.48873  0.00
H  -2.91161  0.27452  -6.22581  0.00
H  -1.68455  -1.70005  -7.08384  0.00
H  0.56474  -2.22455  -6.18936  0.00
H  1.57111  -0.79698  -4.46444  0.01
H  2.37085  3.90088  -3.78470  0.00
H  4.74651  4.23139  -4.30039  0.00
H  6.34624  2.35331  -4.07007  0.00
H  5.52645  0.14099  -3.31028  0.00
H  3.17409  -0.19083  -2.79392  0.01
Se  3.65607  1.45140  2.80164  0.00
C  3.26905  0.47343  1.42294  0.00
N  3.07413  -0.18628  0.46714  0.00

=====

| no. | energy (a.u.) |
| --- | --- |
| 1 | -3696.2453 |
| 2 | -9854.6770 |